117
Properties=species:S:1:pos:R:3:forces:R:3 method="wB97M-V/def2-TZVPD" homo_lumo_gap_ev=5.278 charge=+1 e_lumo_ev=-4.695 multiplicity=1 homo_ev=-9.97
C -3.428042 0.007632 -2.694290 -2.43 -0.21 -0.38
P 4.553015 -1.105649 0.681610 3.42 1.32 -3.95
C -0.801430 -1.151396 0.264902 -1.09 0.12 -0.18
C 2.079998 -2.102692 4.104427 0.54 0.61 -0.08
F 1.258070 6.739043 -0.173619 0.02 0.19 0.40
H -6.031152 -4.468241 2.530675 -0.97 -0.35 -2.01
C -3.519897 -1.770519 0.373208 -1.17 -1.45 -0.96
F 5.283991 -4.397572 -4.818180 -0.19 0.44 0.72
H 0.202183 3.668309 1.939297 1.20 1.02 -2.53
C 3.544513 -4.199034 -3.178762 -2.08 0.09 -1.03
H 0.087240 -3.160097 4.527556 2.31 -0.43 0.83
C -2.795297 8.916246 1.095331 0.27 0.88 -0.71
F 5.760147 -4.999315 -2.780059 -0.55 0.14 0.19
F 3.336700 -3.764644 -1.904682 0.39 0.15 0.08
C 3.432023 -2.739329 3.375036 -1.60 1.14 0.22
H 3.077233 -1.061769 5.992130 -1.15 0.66 -1.88
C 2.478131 -4.564375 -6.217999 0.33 1.05 -0.17
N -2.261883 -1.573662 3.360598 4.14 3.01 -1.71
H -2.799359 4.297825 -1.730069 2.08 -1.51 -0.14
H -0.929783 4.204588 -1.516797 -1.70 -1.41 -0.84
C -5.774491 -3.364525 0.531733 0.06 -0.29 0.50
O -0.397972 9.702999 1.167182 0.32 -1.99 -0.26
F -0.039020 7.667441 2.090747 0.83 -0.02 -0.36
H 1.371939 -0.362723 5.393457 2.40 -0.84 -0.39
O 5.833632 -2.259274 1.083474 -3.34 1.46 -0.29
H -4.718199 0.470960 -0.806945 -0.42 0.10 -2.58
C -6.507579 -4.537633 1.461304 -0.03 0.60 -0.01
F 1.547213 -0.891821 -2.593591 -1.25 1.56 2.20
F 3.864338 -6.272219 -5.262367 -0.26 -0.13 -0.43
N 0.436144 -1.949642 0.674913 2.36 3.56 -1.11
C -1.863238 3.567515 -1.842233 -1.06 0.65 0.29
H 0.675067 2.841334 -0.945248 -0.15 -1.34 2.45
H -3.454906 -1.173377 -2.752509 0.36 2.47 0.20
H -5.581194 -3.787954 -0.554310 -0.22 0.92 2.20
N 2.893933 -1.805798 0.969091 -1.42 1.23 -0.13
H -7.659857 -4.323640 1.574803 2.33 -0.48 -0.30
F 3.487667 -3.727948 -6.577053 -0.21 -0.43 0.12
F -0.640052 7.616263 -0.782202 0.58 0.31 0.10
O 4.790472 0.259086 1.737031 -0.18 -2.33 -2.22
H 2.086907 -6.697743 -6.049320 -0.06 0.20 0.03
H 1.090021 8.583434 -0.914853 0.00 0.09 0.26
H -1.774281 -3.063990 1.067674 -0.48 1.62 -2.09
C -1.056014 -0.075889 1.466101 -0.07 0.21 1.94
C 0.423252 8.536447 1.160873 -0.59 1.60 1.55
N 1.739113 0.018834 -0.385112 -0.94 -2.13 1.46
H 1.179397 -2.868863 6.054810 0.13 -1.21 -2.35
H 0.741325 1.035795 -2.162462 0.82 -1.76 1.45
H -1.852539 3.257328 -2.982744 0.32 0.54 2.50
C 0.565013 7.907884 -0.232776 -0.09 -0.15 -0.92
C 2.440804 -0.774108 5.054219 -1.42 -0.24 -0.68
C 0.888109 0.029823 -1.590140 -1.48 -1.36 -0.53
H -3.671536 -0.685155 0.758920 0.52 -2.08 -0.42
H -1.503675 9.139187 2.864290 -0.07 -0.16 -0.34
H 5.041833 1.076509 1.188081 -0.42 -1.93 0.65
H -0.374216 -0.580338 3.798863 -1.52 -0.18 -2.08
H -4.638003 -2.347393 2.299043 0.58 -1.53 -2.10
H -3.232821 7.235396 2.405325 0.06 0.21 -0.04
F -3.947255 9.558158 1.468320 0.28 -0.54 0.28
H -2.155924 -1.894582 4.348402 0.21 0.55 -0.87
H -1.947799 10.608616 2.061243 0.01 -0.22 -0.31
H -0.728374 -1.505441 -1.968366 0.01 2.19 1.51
H -1.995504 -2.886400 -0.868891 0.39 1.32 2.47
C 2.954087 -3.059941 1.804512 0.95 -2.49 2.28
H -3.754653 -3.869363 1.485913 -0.93 1.99 -0.33
F 3.065336 -5.464843 -3.219369 0.56 0.57 0.76
C 5.039897 -4.110280 -3.515500 1.07 0.10 -0.54
H -5.051143 1.647567 -2.257832 0.23 -2.30 0.36
C 1.858575 -4.066046 -4.903060 -0.95 0.60 0.15
H -3.284292 2.337157 -0.557584 2.46 -0.32 -0.42
H -4.057200 -1.816289 -0.692741 1.27 0.30 2.27
H -5.761385 -0.193227 -2.268219 2.06 1.81 0.41
H 2.909385 0.104122 4.406589 -0.66 -2.02 1.43
C -1.640485 9.573491 1.867135 0.12 0.98 0.53
H 4.256784 -1.911077 3.440675 -1.27 -1.76 -0.35
F -1.888273 6.696815 1.040866 -0.49 -0.10 0.07
F 3.504132 -6.351484 -7.398625 -0.31 0.38 0.16
H 1.639461 -4.302825 4.776189 -0.96 2.08 0.46
C -4.366657 -2.894116 1.279991 -0.97 0.81 -0.24
H -6.488095 -2.443587 0.429675 1.36 -1.68 0.18
H 5.796628 -3.031803 0.432199 -0.12 1.68 0.85
H 1.418488 -1.683583 3.234733 1.17 -0.76 1.57
H -1.551209 2.343816 0.175488 -0.88 -0.30 -2.13
C -0.639411 -0.558777 -1.241779 0.89 -1.57 -0.13
C -4.849227 0.524270 -1.989210 0.34 -0.40 0.90
C 1.129630 3.558475 1.233693 0.89 -0.97 -2.07
H 2.077242 4.273224 1.357848 -1.53 -2.62 1.10
C -1.204449 -0.793883 2.971871 -2.34 -2.02 1.67
C -2.006759 -2.306385 0.175012 0.04 -0.14 0.79
H 1.969378 -3.674532 1.895393 1.55 1.62 -0.62
F -2.647151 9.177018 -0.230468 -0.08 -0.33 0.36
C -2.982050 7.424857 1.355390 -0.78 -0.82 0.01
H 3.754750 -3.703453 3.955977 -0.44 1.78 -1.49
F -3.997344 6.929593 0.596724 0.06 0.35 0.06
H -2.022873 0.581890 1.367265 1.86 -1.56 -0.22
O 0.496963 -2.995046 -0.213151 1.73 -2.60 -2.00
H -6.369155 -5.617161 1.017534 -0.17 2.21 0.93
O 2.734127 -3.369291 -4.009480 1.31 -1.50 0.59
P -1.880515 0.700729 -1.857969 1.11 0.33 -1.64
H 5.426945 -3.106656 -3.315095 -0.25 0.02 0.10
C 2.141857 1.282942 0.233645 3.85 2.98 1.25
C 1.734763 -1.220387 0.439838 -0.08 0.72 0.23
C -2.126512 2.255565 -0.838594 -1.86 1.54 0.52
N 4.774094 -0.767915 -0.908295 -1.57 -0.89 3.36
C 2.933473 -6.020164 -6.208559 0.32 -1.06 -0.74
H 3.233223 1.573346 -0.153587 -1.98 -0.74 0.59
F 1.523961 -4.425934 -7.191945 0.08 -0.48 0.44
H 3.918423 -0.994247 -1.460376 0.76 0.41 0.48
C 1.214762 2.604018 0.065497 -0.77 0.72 1.84
H -0.169245 0.706696 1.626714 -1.74 -1.77 -0.69
H 3.775001 -3.823976 1.394582 -1.89 2.00 0.29
C 1.202728 -3.226352 4.920394 -0.31 1.26 0.02
H 1.106622 -3.316699 -5.179912 0.38 -0.03 -0.09
H 2.285976 1.109325 1.406421 -0.50 0.32 -2.75
H 1.287110 -4.846954 -4.388019 0.35 -0.02 -0.19
H 1.281530 -2.864337 -0.832534 -1.52 -0.41 0.72
F 1.645412 8.940455 1.606141 -0.42 -0.36 -0.70
H -3.460794 0.433341 -3.801094 0.37 -1.04 2.34

***

92
Properties=species:S:1:pos:R:3:forces:R:3 method="wB97M-V/def2-TZVPD" homo_lumo_gap_ev="5.630 / 5.851" charge=+1 e_lumo_ev="-3.847 / -3.674" multiplicity=6 homo_ev="-9.48 / -9.52"
H 1.525330 2.038711 -0.236300 -0.20 0.06 -0.07
C -0.692470 3.511060 4.241436 -0.05 0.44 -1.28
C -4.437959 -1.586145 0.727165 -0.06 -0.13 0.03
N 1.874996 1.065241 5.063224 -0.59 -0.18 0.00
C 1.570839 1.246678 6.498988 0.27 0.04 -0.20
H 0.653029 0.166134 -3.613314 -0.11 -0.02 0.06
H 1.795698 1.906765 -1.981485 -0.13 0.09 -0.07
C -0.293587 3.910298 2.956770 -0.38 0.03 0.41
H 1.443887 -0.815453 1.151753 -0.03 -0.07 -0.06
H -3.411406 -0.060455 -3.087672 -0.09 -0.08 0.07
C -3.748581 0.791853 2.788319 0.33 -0.12 0.04
H 2.988566 0.162432 -5.393957 0.10 -0.08 0.01
C 4.326285 -0.848573 -4.184288 -0.33 0.01 -0.16
H 0.930955 2.130595 6.697869 0.03 -0.37 -0.05
H 1.866540 -1.759042 -6.232612 0.13 -0.02 0.01
H 2.630556 2.194681 3.399156 -0.16 -0.04 0.59
C 1.027233 1.994848 -1.209708 0.21 -0.06 0.26
H 1.109889 0.333722 6.930951 0.22 0.56 -0.35
Sm -1.754684 0.352877 0.186547 5.59 4.79 6.49
C -3.254413 1.632917 -0.861384 -3.29 0.17 -0.89
C -3.920011 -0.510916 -2.230880 0.35 -0.11 -0.08
H -4.024805 -1.975165 1.661938 -0.08 -0.05 -0.06
C -0.661868 2.166689 4.558539 -0.36 0.17 -0.44
C 0.839501 0.343580 4.236715 0.38 -0.82 -0.06
C 2.437400 2.303974 4.484493 0.00 -0.11 0.22
H -2.947067 1.366473 3.263135 -0.15 -0.06 0.03
C 3.005790 -3.465905 -3.073883 -0.16 0.03 -0.36
H 3.390160 2.564407 4.992742 -0.42 -0.44 -0.28
H -0.154124 -2.997569 2.605709 -0.13 -0.03 0.13
H -0.968708 -0.506016 -3.287121 0.09 0.05 -0.07
H 6.002872 -1.656385 -3.152347 -0.14 -0.07 -0.09
C 3.183399 -3.363017 -5.635451 0.05 0.11 -0.08
C -0.213440 1.576275 2.196038 0.66 -0.43 0.04
C -0.816569 -2.133869 2.506802 0.17 0.09 0.06
H -0.472997 -3.936412 0.004072 -0.12 0.11 -0.05
H -2.876624 2.039828 -2.943030 -0.02 0.11 0.09
C 1.041866 -1.494717 0.393446 -0.04 0.30 0.13
C -3.223800 1.986394 0.517055 -3.50 0.54 0.81
C -3.609093 0.228865 -0.964392 -4.06 1.81 -0.22
H -0.291554 4.969737 2.723289 0.25 -0.01 -0.01
C -0.092467 2.956903 1.934308 -1.25 -0.64 1.24
H -2.251276 3.274338 -1.836904 -0.05 0.05 -0.09
H -0.803527 1.882431 5.587539 0.03 -0.22 0.15
C 2.536118 -3.679962 -4.308724 0.05 0.14 0.33
H 1.531254 -2.470741 0.491977 -0.15 0.08 0.03
H 1.539241 -4.116015 -4.379341 0.12 0.01 0.03
C -1.242280 -3.165837 -0.119636 0.14 -0.04 -0.06
H 2.506731 1.453263 7.060026 -0.36 -0.28 -0.45
H -0.066446 3.322408 0.921156 0.28 0.15 -0.30
C 1.220191 -0.899010 -1.006856 -0.19 0.01 0.08
P -0.773244 -1.606635 0.748757 3.87 -9.52 2.92
H 0.409981 -0.471190 4.853619 0.41 0.40 0.00
H -1.382983 -2.960819 -1.184592 0.04 -0.15 0.01
C -0.294715 0.331813 -3.088653 0.15 -0.03 -0.14
P -0.018455 0.481593 -1.271461 7.90 0.71 -7.48
C 4.308723 -2.861207 -2.621059 0.17 0.02 -0.10
H -4.255997 -2.319576 -0.062324 -0.04 0.02 0.10
C -3.859267 -0.248739 0.376952 -3.25 0.35 -0.31
H -3.699317 -0.231466 3.171505 -0.03 0.10 0.03
H 3.390218 -1.771614 -7.091013 -0.09 -0.01 0.20
H 0.434397 2.904849 -1.355770 0.14 -0.21 -0.03
H 2.240295 -0.534980 -1.171081 -0.17 0.00 -0.05
C 3.438971 -0.808970 -5.185403 0.16 0.00 0.32
H -1.830909 -2.394110 2.829178 0.19 0.01 -0.15
H -0.437515 -1.324245 3.137932 -0.17 -0.17 -0.19
H 1.410100 -0.128355 3.408264 -0.35 0.14 0.36
H -2.317375 3.228936 2.006333 -0.45 0.17 -0.26
H -0.751745 1.246671 -3.474503 0.02 -0.09 0.08
H 4.959780 -3.661437 -2.234830 -0.13 0.15 -0.06
H 4.092274 -2.220844 -1.754367 0.04 -0.06 -0.06
C -2.911268 3.331666 1.093175 -0.14 -0.01 0.12
H -3.601219 -1.555369 -2.166931 -0.08 -0.02 -0.10
H -0.947042 4.228680 5.001369 -0.03 0.31 0.06
H 5.453170 -2.673910 -4.461927 -0.02 0.13 0.15
H -4.711082 1.221382 3.098974 0.19 -0.09 -0.18
H -2.186364 -3.542280 0.282158 0.08 0.10 -0.03
H -2.340099 3.941015 0.387842 -0.06 0.01 0.13
H 4.499956 0.087733 -3.653266 0.01 -0.07 -0.10
H 1.779075 3.178201 4.650602 0.16 -0.34 -0.23
H 4.252520 -3.581764 -5.621275 -0.19 -0.01 -0.02
H -5.525611 -1.503589 0.855081 0.21 -0.06 0.00
H 2.750651 -4.021070 -6.398345 0.08 0.10 0.13
C -3.596792 0.816452 1.298847 -3.80 2.02 -0.65
C -0.252557 1.239269 3.604939 1.52 1.05 0.03
H 1.015734 -1.658532 -1.771257 0.01 0.16 0.02
H 2.357503 -3.769128 -2.250810 0.04 -0.05 -0.07
H -3.836264 3.871056 1.337462 0.11 -0.13 -0.13
C -3.074803 2.576794 -2.011998 0.17 -0.02 -0.09
H -4.998929 -0.502021 -2.443372 0.27 0.00 0.15
C 2.946654 -1.906469 -6.091869 0.03 -0.17 -0.03
C 5.102059 -2.030074 -3.653568 -0.03 -0.12 0.07
H -3.987081 3.169105 -2.165186 0.21 -0.10 0.08

***

Number 1: DFT total energy -117551.1051 eV. Number 2: DFT total energy -73067.7265 eV.